88
Properties=species:S:1:pos:R:3:forces:R:3:lowdin_charge:R:1 method="wB97M-V/def2-TZVPD" homo_energy_ev="-8.50 / -8.11" multiplicity=6 e_lumo_ev="0.472 / -2.322" s2=8.783 orbital_gap_ev="8.97 / 5.79"
Ru -0.420100 -0.001400 0.650700 -0.30 -0.36 -0.32 1.49
C -3.937400 -1.250100 3.366300 0.15 0.13 -0.10 -0.07
C -3.423400 0.051400 2.747700 -0.12 -0.14 -0.12 -0.38
C -4.609200 0.997400 2.533400 0.24 -0.08 -0.15 -0.04
C -2.344600 0.708200 3.581900 0.25 0.15 -0.48 -0.16
C -2.295200 0.550200 4.956200 0.09 0.07 0.07 -0.03
C -1.269500 1.110400 5.698400 -0.06 -0.02 0.00 -0.06
C -0.278300 1.839300 5.068500 -0.05 -0.04 0.11 -0.03
C -0.292400 2.057300 3.697500 -0.09 -0.18 -0.21 -0.14
C 0.864600 2.822800 3.086200 -0.05 0.12 -0.29 -0.34
C 0.452100 4.163500 2.465100 0.12 -0.09 0.18 -0.05
C 1.660800 1.982100 2.083500 -0.04 -0.12 0.22 -0.05
C -1.352000 1.496300 2.949600 -0.18 0.21 1.65 -0.23
N -1.440400 1.691400 1.578800 1.16 -1.99 -1.44 -0.02
C -2.025400 2.761300 1.027800 -0.68 1.04 -0.51 -0.26
C -2.729800 3.761200 1.742000 0.28 -0.33 -0.22 -0.03
C -3.317100 4.811900 1.073900 -0.06 0.15 0.04 -0.07
C -3.210500 4.945100 -0.305700 0.11 -0.16 -0.02 -0.07
C -2.513000 3.993000 -1.040400 0.04 -0.05 -0.01 0.00
C -1.957900 2.932700 -0.371300 0.16 -0.41 0.32 -0.18
F -1.275200 1.963500 -1.049800 -0.37 0.51 0.14 0.01
H -4.462900 -1.828500 2.610400 -0.10 -0.08 -0.05 0.08
H -4.639000 -1.040500 4.170500 -0.08 -0.03 0.14 0.08
H -3.127600 -1.856700 3.762500 0.07 -0.12 0.05 0.07
H -2.986800 -0.184800 1.758200 -0.24 0.10 0.44 0.10
H -4.997300 1.330800 3.493500 -0.09 0.04 0.12 0.09
H -5.401100 0.477700 1.999800 -0.14 -0.01 -0.08 0.08
H -4.315600 1.869400 1.957100 -0.12 0.07 -0.03 0.05
H -3.066000 -0.011600 5.459800 -0.06 -0.15 0.02 0.11
H -1.233500 0.959700 6.767200 -0.01 0.03 0.09 0.11
H 0.525100 2.259000 5.657800 0.10 0.01 0.00 0.11
H 1.540300 3.050200 3.919600 -0.08 -0.06 -0.10 0.13
H 0.012000 4.030800 1.480900 -0.01 0.05 -0.05 0.07
H 1.328900 4.797900 2.352400 0.09 0.06 -0.03 0.08
H -0.263700 4.680200 3.101900 -0.05 0.11 -0.01 0.08
H 1.055900 1.711500 1.197700 0.31 0.31 0.22 0.03
H 2.033800 1.071300 2.550000 0.01 -0.04 -0.08 0.07
H 2.518400 2.550700 1.726100 0.02 -0.01 -0.14 0.10
H -2.797800 3.675500 2.816600 -0.03 -0.02 0.08 0.13
H -3.872400 5.549800 1.633000 -0.01 0.07 0.08 0.11
H -3.662400 5.782400 -0.811600 -0.06 0.09 -0.05 0.10
H -2.400300 4.069700 -2.110500 0.02 -0.04 -0.11 0.12
F 1.666800 -1.027200 1.129900 -0.63 0.46 -0.50 -0.03
B 2.684900 -1.729700 1.935500 -0.39 0.05 -0.15 -1.32
F 2.679400 -1.110500 3.163100 0.07 0.48 0.89 0.14
F 3.870800 -1.613100 1.296500 0.79 0.13 -0.47 0.18
F 2.257800 -3.026000 2.042800 -0.20 -0.89 -0.03 0.16
C -1.912900 -3.792700 -2.242800 0.25 0.15 -0.02 -0.09
C -0.746600 -2.935000 -2.699900 -0.10 0.18 0.01 -0.16
C -0.636100 -1.625100 -1.962200 -0.07 -0.34 -0.48 -0.43
N -1.156000 -1.249100 -0.919300 0.09 0.72 1.47 0.04
H -1.925800 -4.722000 -2.805900 -0.03 -0.10 0.00 0.08
H -2.850100 -3.270600 -2.415600 -0.15 0.02 0.07 0.07
H -1.816500 -4.024600 -1.186300 -0.12 -0.07 0.10 0.03
H -0.829900 -2.704900 -3.764800 0.08 -0.03 0.00 0.11
H 0.204600 -3.452200 -2.546300 0.03 -0.02 -0.09 0.13
C 0.102900 0.943500 -6.665700 -0.02 0.00 0.06 -0.03
C -1.036700 0.475500 -5.812200 0.07 0.24 0.32 -0.19
C -1.967900 -0.420600 -6.318800 -0.16 -0.09 0.16 -0.06
C -3.019300 -0.866000 -5.535700 0.18 0.17 0.05 -0.67
Cl -4.158700 -1.984800 -6.194500 -0.16 -0.20 -0.10 0.67
C -3.178200 -0.412300 -4.236600 0.02 -0.02 -0.09 -0.10
C -2.264100 0.487500 -3.727300 0.17 0.24 -0.15 0.00
C -1.186900 0.918000 -4.494500 -0.34 -0.23 -0.24 -0.23
O -0.285100 1.810000 -3.932000 -0.27 0.06 -0.19 -0.04
C 0.968900 1.267000 -3.562800 0.29 -0.23 0.29 -0.06
C 0.752100 0.334200 -2.370200 0.03 0.31 -0.55 -0.44
O 0.172000 -0.770400 -2.801700 0.39 -0.17 0.05 0.06
O 1.018900 0.620400 -1.228200 -0.04 0.09 0.52 0.04
H -0.224000 1.105200 -7.689900 0.00 -0.01 -0.07 0.09
H 0.889100 0.188800 -6.679600 0.15 0.03 -0.06 0.09
H 0.508300 1.874600 -6.278200 0.09 0.04 -0.06 0.08
H -1.868500 -0.777800 -7.332100 -0.01 -0.03 -0.13 0.11
H -3.990500 -0.766100 -3.622100 -0.13 -0.03 0.00 0.11
H -2.372800 0.847100 -2.717500 0.05 0.03 0.12 0.11
H 1.602000 2.105500 -3.275100 -0.04 -0.12 -0.01 0.15
H 1.421100 0.689200 -4.375700 0.00 0.14 0.03 0.13
Br -1.877200 -5.652000 1.544100 0.06 0.11 0.04 0.76
C -1.118100 -4.104800 2.328500 -0.11 0.00 0.04 -0.65
C -0.362500 -4.196600 3.487700 -0.03 0.19 -0.18 -0.08
C 0.136600 -3.020400 4.017100 -0.17 0.05 -0.06 -0.02
C -0.134100 -1.819900 3.378200 0.11 -0.03 0.46 -0.13
N -0.846400 -1.755700 2.261700 0.23 0.54 -0.48 -0.01
C -1.334200 -2.872300 1.737700 -0.32 -0.56 -0.09 -0.20
H -0.156400 -5.155900 3.941100 -0.01 0.01 0.01 0.11
H 0.759400 -3.031200 4.894200 0.08 0.04 0.13 0.12
H 0.244000 -0.883200 3.765100 0.07 -0.02 0.02 0.11
H -1.922100 -2.767300 0.834000 0.11 -0.06 -0.02 0.08

---

20
Properties=species:S:1:pos:R:3:forces:R:3:lowdin_charge:R:1 method="wB97M-V/def2-TZVPD" homo_energy_ev=-9.07 relative_energy_kj_mol=84.37 multiplicity=1 e_lumo_ev=0.959 orbital_gap_ev=10.03
C 0.921041 -1.304655 2.018048 0.14 -0.17 -0.01 -0.18
N 0.183644 1.348878 2.077272 0.15 0.23 -0.43 0.09
C -0.662900 0.343285 1.654009 -0.02 -0.54 0.01 -0.35
N -0.411943 -0.900335 1.618574 -0.01 0.02 0.00 -0.04
H 1.696470 -0.908848 1.349905 0.02 0.08 0.01 0.06
H 1.004245 -2.389003 1.981282 -0.06 -0.03 -0.03 0.06
H 1.172175 -0.996690 3.037376 -0.04 0.11 0.06 0.08
H 1.163798 1.150115 1.903207 -0.15 0.02 0.18 0.07
H -0.059422 2.244607 1.675394 0.02 -0.01 0.13 0.08
H -1.665971 0.644681 1.369441 -0.02 0.25 0.04 0.11
C 1.338880 -0.186754 -1.627570 -0.02 0.05 0.19 -0.17
N -1.278208 -0.559564 -2.388396 0.14 -0.04 -0.12 0.09
C -0.807580 0.631285 -1.884626 -0.18 -0.23 0.25 -0.34
N 0.367393 0.883473 -1.480748 0.08 0.18 -0.34 -0.04
H 2.331071 0.204956 -1.418613 0.06 -0.01 0.02 0.06
H 1.351001 -0.599697 -2.641507 0.01 -0.03 -0.04 0.07
H 1.147600 -1.005011 -0.923081 -0.04 -0.04 -0.03 0.06
H -0.699564 -1.373169 -2.262133 -0.05 -0.03 0.07 0.07
H -2.265193 -0.742217 -2.329244 0.02 0.11 -0.04 0.08
H -1.556396 1.417788 -1.861193 -0.04 0.07 0.09 0.11

---

156
Properties=species:S:1:pos:R:3:forces:R:3:lowdin_charge:R:1 method="wB97M-V/def2-TZVPD" homo_energy_ev=-10.68 multiplicity=1 e_lumo_ev=-3.015 orbital_gap_ev=7.67 charge=+1
C 1.944600 -2.079143 6.620600 0.26 1.43 -0.41 -0.04
C 0.672631 -1.477124 5.969520 0.37 -1.45 0.96 -0.17
O 0.377280 -2.244641 4.760551 0.04 0.53 -0.20 -0.01
C 0.786372 -1.658823 3.625983 -0.18 -0.22 0.60 -0.25
N 1.854166 -2.195596 3.045608 0.43 -0.67 0.07 0.23
C 2.397343 -1.773711 1.890690 0.40 -0.52 -1.15 -0.03
B 3.708239 -2.565809 1.397379 0.80 0.66 -0.49 -0.42
C 5.087669 -1.782310 1.389519 -0.53 -0.04 1.08 0.01
O 3.632948 -3.875094 1.041442 -0.56 0.05 1.16 0.18
C 1.821589 -0.718590 1.226010 -0.19 1.27 0.12 -0.08
C 2.335429 -0.223611 -0.126031 -0.59 -1.31 -0.39 -0.09
C 1.384368 -0.857721 -1.202359 0.92 0.08 -0.07 -0.16
C 1.627554 -0.397224 -2.662572 -2.17 0.33 0.47 -0.15
C 0.939315 1.006488 -2.882595 2.20 -0.12 0.30 -0.17
C 2.056340 2.082527 -3.156661 -0.88 -0.57 -0.70 -0.20
C 2.028913 2.373125 -4.691149 -0.59 0.42 1.58 -0.18
C 0.837351 3.329233 -4.996035 0.41 0.17 -0.52 -0.20
C 1.327035 4.727066 -5.482572 -0.91 -0.88 0.71 -0.19
C 1.608860 5.630874 -4.251769 1.03 0.18 -0.98 -0.20
C 3.018180 6.284926 -4.400132 -1.31 -0.41 1.26 -0.16
C 3.507917 6.872092 -3.052182 0.62 0.35 -1.21 -0.23
O 3.424912 8.294913 -3.089414 -0.48 -0.42 0.51 -0.20
C 2.338523 8.818866 -2.334217 0.46 0.47 -0.02 -0.11
C 0.694229 -0.090610 1.835993 -0.04 0.11 -0.03 -0.04
C 0.006484 1.103365 1.201378 -0.04 0.17 0.10 -0.09
C 0.917263 2.365550 1.083651 0.02 -1.09 0.37 -0.07
C 0.486268 3.492203 2.024761 -0.22 0.73 0.06 -0.48
N 1.504419 4.050317 2.861314 0.06 -0.58 -0.81 0.12
O -0.641264 3.930338 2.059531 0.66 -0.50 -0.23 0.09
C 0.185827 -0.575074 3.045619 -0.41 0.82 0.20 -0.08
C -1.010240 0.049990 3.741611 -0.31 -0.08 -0.45 -0.06
C -2.288041 -0.342209 2.988713 -0.29 -0.21 -0.17 -0.39
C -3.543962 0.493280 3.113850 0.40 0.29 -0.08 -0.02
N -2.220671 -1.382499 2.261392 0.10 0.28 0.02 0.18
H 1.802015 -2.246423 7.688596 0.00 -0.25 -0.18 0.08
H 2.282162 -2.972003 6.093462 -0.28 -0.12 0.28 0.07
H 2.745102 -1.333469 6.524025 0.05 -0.28 0.13 0.08
H -0.153631 -1.669718 6.658370 -0.18 0.27 -0.39 0.12
H 0.759765 -0.412274 5.755640 0.00 -0.13 -0.06 0.12
H 2.292610 -2.981267 3.514546 -0.26 -0.04 0.05 0.19
H 5.280984 -1.288335 0.431275 0.17 -0.23 0.07 0.07
H 5.033492 -0.993703 2.154439 0.11 0.05 -0.28 0.08
H 5.915250 -2.429343 1.706287 0.04 0.09 -0.48 0.07
H 4.430863 -4.344594 1.315870 0.15 -0.07 -0.72 0.12
H 3.343507 -0.585557 -0.348387 -0.04 0.13 0.28 0.11
H 2.358081 0.861404 -0.193260 -0.09 -0.09 -0.04 0.10
H 0.372240 -0.623004 -0.862426 -0.09 -0.21 -0.55 0.09
H 1.484642 -1.951622 -1.168817 0.07 0.17 0.25 0.12
H 1.070981 -1.107435 -3.288097 0.39 -0.10 0.06 0.09
H 2.674535 -0.417679 -2.972182 -0.05 0.04 0.19 0.11
H 0.275508 0.950856 -3.746086 -0.13 0.17 0.26 0.09
H 0.377635 1.281978 -1.983637 -0.20 -0.13 -0.23 0.09
H 1.834921 2.972873 -2.558725 0.26 0.11 -0.28 0.08
H 3.044774 1.702761 -2.873578 -0.20 0.03 0.18 0.08
H 2.997720 2.790165 -4.981060 -0.22 -0.05 -0.35 0.10
H 1.838631 1.406441 -5.166521 0.47 0.15 -0.23 0.11
H 0.238771 3.497244 -4.092379 0.03 -0.22 -0.11 0.10
H 0.163072 2.848938 -5.714253 0.15 0.23 -0.07 0.10
H 2.221470 4.554192 -6.087944 -0.07 0.33 0.01 0.10
H 0.549152 5.155931 -6.122054 0.23 0.12 0.04 0.11
H 1.615734 5.056341 -3.320399 -0.17 -0.08 -0.17 0.08
H 0.831571 6.398381 -4.175727 0.12 -0.07 0.15 0.11
H 3.697187 5.484564 -4.709573 0.05 0.30 -0.24 0.10
H 2.915016 7.082659 -5.137965 0.59 -0.12 -0.04 0.12
H 4.569350 6.611130 -2.951912 -0.14 0.15 0.24 0.11
H 2.959262 6.459283 -2.196922 0.05 0.04 -0.09 0.11
H 2.723240 9.201480 -1.377638 -0.23 -0.13 -0.04 0.09
H 1.929718 9.667366 -2.891100 -0.08 -0.15 0.10 0.09
H 1.551435 8.079955 -2.146471 0.09 0.09 -0.11 0.08
H -0.860994 1.408799 1.788898 0.06 -0.19 -0.17 0.09
H -0.400547 0.787788 0.236455 0.16 0.20 0.03 0.11
H 0.924660 2.673442 0.033056 -0.04 0.46 0.30 0.12
H 1.937368 2.063382 1.338709 -0.06 0.24 -0.11 0.10
H 2.309049 3.432202 2.896027 0.01 0.13 -0.06 0.07
H 1.836328 4.920187 2.451737 -0.32 0.28 0.45 0.10
H -0.887759 1.137238 3.799802 -0.15 -0.13 -0.01 0.13
H -1.116612 -0.303463 4.769106 0.03 0.00 -0.15 0.11
H -3.984223 0.475447 4.115468 0.18 -0.07 -0.06 0.09
H -3.314996 1.539334 2.869749 -0.05 -0.11 0.13 0.09
H -4.276280 0.142606 2.385087 -0.01 0.00 0.18 0.07
H -3.113893 -1.547076 1.796765 0.03 -0.10 0.07 0.06
C -1.420950 -3.723857 -6.164934 -0.04 -0.05 0.15 -0.07
C 0.066749 -3.554387 -5.908631 -0.10 -0.07 -0.14 -0.27
O 0.410788 -3.517517 -4.532830 0.13 0.26 0.16 -0.18
C 0.080477 -4.666642 -3.771718 -0.07 -0.13 -0.02 -0.28
C 0.741228 -5.941784 -4.265802 0.05 0.03 -0.11 -0.08
H -1.984092 -2.920101 -5.686411 0.02 0.02 -0.05 0.07
H -1.624054 -3.704825 -7.236010 0.02 0.03 0.01 0.08
H -1.798764 -4.668542 -5.771685 0.02 -0.04 -0.08 0.07
H 0.392956 -2.600870 -6.325680 0.08 0.02 0.14 0.12
H 0.641617 -4.331107 -6.423442 -0.04 -0.04 0.00 0.11
H -1.007353 -4.786629 -3.718964 0.00 -0.05 -0.04 0.11
H 0.418752 -4.460703 -2.754508 0.02 0.14 -0.05 0.11
H 0.430731 -6.197892 -5.279161 -0.07 -0.05 0.04 0.07
H 0.481054 -6.777734 -3.615438 0.00 0.02 0.01 0.08
H 1.826759 -5.829991 -4.273305 -0.01 0.00 0.03 0.08
C 6.793338 -0.164189 -3.810308 0.08 -0.12 0.16 -0.07
C 6.417368 1.009249 -2.921240 -0.10 0.12 -0.48 -0.29
O 6.592220 0.781543 -1.543797 -0.12 -0.09 0.56 -0.17
C 7.908976 0.471738 -1.115735 0.18 -0.13 0.00 -0.28
C 8.934347 1.554746 -1.397792 -0.13 0.13 -0.12 -0.07
H 6.229845 -1.055384 -3.525603 -0.03 0.02 -0.04 0.08
H 6.577832 0.068764 -4.853328 -0.03 0.01 0.02 0.08
H 7.853479 -0.409719 -3.736253 0.01 0.05 -0.07 0.07
H 5.352709 1.220645 -3.039838 0.01 0.03 0.03 0.10
H 6.951000 1.912687 -3.237026 0.05 -0.02 0.01 0.11
H 8.225188 -0.484431 -1.547218 0.06 0.03 -0.04 0.11
H 7.843630 0.317503 -0.037339 -0.14 0.01 -0.01 0.11
H 9.047224 1.743883 -2.465939 0.06 -0.06 0.00 0.07
H 9.908463 1.262259 -1.005215 -0.02 -0.02 0.01 0.08
H 8.636192 2.493552 -0.928273 0.02 -0.02 0.03 0.08
C -3.531454 -2.240176 11.584662 0.12 -0.11 -0.03 -0.08
C -3.415470 -1.496050 10.265865 -0.16 -0.04 0.12 -0.28
O -2.218217 -1.771838 9.554945 0.23 0.19 -0.15 -0.17
C -2.005952 -3.121793 9.185158 -0.13 -0.11 0.02 -0.29
C -3.090156 -3.687462 8.283177 -0.06 0.06 -0.01 -0.08
H -2.682478 -2.007303 12.229263 -0.03 0.04 0.01 0.08
H -4.450279 -1.956286 12.098267 0.02 0.03 -0.01 0.08
H -3.549841 -3.321784 11.444085 -0.09 0.00 0.00 0.07
H -3.407964 -0.423619 10.461276 0.13 0.01 -0.10 0.12
H -4.287221 -1.689667 9.631626 -0.01 -0.06 0.02 0.11
H -1.875238 -3.745074 10.075931 -0.05 -0.04 -0.01 0.11
H -1.052873 -3.142596 8.651599 0.03 0.12 0.06 0.10
H -4.064645 -3.697096 8.771557 0.02 -0.08 0.03 0.07
H -2.848541 -4.712426 7.999040 0.01 0.01 0.00 0.08
H -3.183832 -3.086559 7.376084 0.02 -0.02 0.00 0.08
C -4.069433 0.996352 -0.318928 0.10 -0.18 0.07 -0.08
C -4.034233 1.672028 -1.675761 -0.17 0.00 0.01 -0.27
O -2.869636 1.376586 -2.423732 0.31 0.15 -0.05 -0.16
C -2.655166 0.010306 -2.734879 -0.06 -0.13 -0.03 -0.28
C -3.770434 -0.614203 -3.553284 -0.17 0.08 0.04 -0.06
H -3.191337 1.279134 0.267257 -0.01 0.06 0.00 0.06
H -4.966532 1.288812 0.228095 0.00 0.04 -0.02 0.08
H -4.072427 -0.092548 -0.404818 -0.12 0.01 -0.02 0.06
H -4.038354 2.753196 -1.534757 0.13 0.01 -0.10 0.12
H -4.931577 1.431382 -2.254660 -0.02 -0.08 0.05 0.11
H -2.474674 -0.564949 -1.817177 -0.06 -0.04 0.00 0.10
H -1.728231 -0.025289 -3.308245 0.02 0.13 0.04 0.10
H -4.721390 -0.609185 -3.017989 0.02 -0.12 0.03 0.06
H -3.528902 -1.650203 -3.795577 0.02 0.01 0.01 0.07
H -3.913484 -0.062546 -4.484007 0.05 -0.01 -0.01 0.09
C -9.138161 -0.852465 -0.274013 0.10 -0.06 0.12 -0.08
C -8.347061 -1.319371 -1.483896 -0.18 0.01 0.03 -0.28
O -7.018115 -1.713779 -1.182386 0.27 0.15 -0.09 -0.18
C -6.873807 -2.786266 -0.268305 -0.09 -0.08 0.07 -0.29
C -7.528913 -4.077531 -0.726445 -0.06 0.02 -0.09 -0.08
H -8.629997 -0.019284 0.215257 -0.03 0.02 -0.04 0.08
H -10.133725 -0.526971 -0.576717 0.02 0.02 -0.02 0.08
H -9.258202 -1.644296 0.466614 -0.08 -0.02 -0.04 0.07
H -8.262376 -0.494961 -2.192594 0.15 -0.04 -0.01 0.12
H -8.873513 -2.124913 -2.006013 -0.03 -0.02 0.05 0.11
H -7.241466 -2.492951 0.721874 -0.06 -0.04 0.00 0.11
H -5.799252 -2.949805 -0.164304 0.02 0.12 -0.09 0.11
H -8.608067 -3.971117 -0.840116 -0.01 -0.02 0.09 0.07
H -7.346054 -4.871450 -0.001313 0.02 0.01 0.00 0.08
H -7.125749 -4.387020 -1.691974 0.03 0.00 0.02 0.08

---

no.,E (eV)
1,-146939.6283
2,-10302.3972
3,-72842.1184